DFT (wB97M-V/def2-TZVPD) results for C23H48AlNOP3Se as an isolated structure.

Structure (XYZ):
```
78
Properties=species:S:1:pos:R:3:mulliken_charge:R:1
Al 1.12 -0.11 0.03 0.486
P -4.01 -1.98 -0.57 0.864
P 3.09 0.23 1.35 1.065
P 2.74 -1.14 -1.79 1.039
H -1.96 -0.73 -2.06 0.127
C -1.47 0.13 -1.54 -1.789
C -0.04 -0.27 -1.44 0.669
H 0.43 0.05 -2.37 -0.191
C -5.16 -2.13 0.83 -1.096
C -2.46 -2.68 0.08 -0.775
C -4.66 -3.16 -1.78 -1.188
C 4.43 1.41 0.94 -1.264
C 2.64 0.79 3.01 -1.350
C 3.99 -1.32 1.70 -1.333
C 2.15 -0.95 -3.52 -1.178
C 2.80 -2.97 -1.71 -1.401
C 4.51 -0.75 -2.04 -1.386
H -1.97 0.35 -0.59 0.585
H -0.05 -1.38 -1.49 0.188
H -4.96 -1.38 1.59 0.310
H -5.08 -3.14 1.27 0.454
H -6.19 -2.02 0.48 0.423
H -1.98 -1.99 0.79 -0.024
H -1.76 -2.89 -0.73 0.253
H -2.68 -3.62 0.61 0.541
H -5.59 -2.75 -2.20 0.432
H -4.88 -4.13 -1.30 0.405
H -3.93 -3.31 -2.58 0.390
H 5.23 1.33 1.69 0.451
H 4.02 2.43 0.96 0.436
H 4.84 1.22 -0.06 0.304
H 3.55 0.93 3.61 0.624
H 2.00 0.06 3.51 0.254
H 2.10 1.73 2.96 0.397
H 4.56 -1.19 2.64 0.490
H 4.67 -1.60 0.89 0.350
H 3.27 -2.14 1.84 0.357
H 2.93 -1.29 -4.21 0.510
H 1.93 0.10 -3.74 0.190
H 1.24 -1.54 -3.68 0.374
H 3.64 -3.33 -2.33 0.433
H 1.86 -3.39 -2.10 0.405
H 2.94 -3.31 -0.67 0.332
H 4.89 -1.43 -2.82 0.563
H 5.09 -0.87 -1.11 0.363
H 4.59 0.29 -2.39 0.350
C -1.02 2.16 -3.59 -0.009
C -0.65 2.29 -4.96 -0.587
C 0.72 2.43 -5.30 -0.219
C 1.69 2.56 -4.30 -0.828
C 1.29 2.61 -2.96 0.136
C -0.08 2.58 -2.64 -0.965
Se -2.65 1.34 -2.92 0.182
H -3.82 -0.68 -1.26 0.028
H -1.41 2.22 -5.72 0.422
H 1.01 2.42 -6.35 0.446
H 2.75 2.67 -4.56 0.432
H 2.03 2.68 -2.15 0.577
H -0.43 2.79 -1.63 0.650
O -0.07 0.16 1.38 -0.680
C -0.97 0.64 2.16 0.468
C -1.52 -0.19 3.26 -0.501
C -1.15 0.30 4.67 -0.790
C -2.03 1.48 5.12 -0.756
C -1.94 2.73 4.24 -0.648
C -2.39 2.58 2.79 -0.733
N -1.37 1.90 1.98 0.114
H -2.61 -0.14 3.14 0.259
H -1.13 -1.21 3.10 0.517
H -1.30 -0.53 5.37 0.449
H -0.09 0.59 4.74 0.217
H -3.07 1.12 5.15 0.302
H -1.77 1.75 6.15 0.409
H -2.59 3.49 4.69 0.379
H -0.92 3.12 4.26 0.300
H -3.33 2.02 2.72 0.273
H -2.56 3.58 2.35 0.468
H -1.08 2.34 1.11 0.251
```

Summary:
E_HOMO, eV: -15.271
Net charge: +3
Orbital gap, eV: 6.49
Total energy, eV: -127953.19883
ΔE to the lowest compared entry with this formula, charge and spin, kJ/mol: 17.9